1.
{"formula": "C57H132N8O13", "method": "ωB97M-V/def2-TZVPD", "symbols": ["C", "C", "C", "C", "C", "C", "N", "O", "C", "C", "C", "H", "H", "H", "H", "H", "H", "H", "H", "H", "H", "H", "H", "H", "H", "H", "H", "H", "H", "H", "C", "C", "C", "C", "C", "C", "N", "O", "C", "C", "C", "H", "H", "H", "H", "H", "H", "H", "H", "H", "H", "H", "H", "H", "H", "H", "H", "H", "H", "H", "C", "C", "C", "C", "C", "C", "N", "O", "C", "C", "C", "H", "H", "H", "H", "H", "H", "H", "H", "H", "H", "H", "H", "H", "H", "H", "H", "H", "H", "H", "C", "O", "C", "C", "N", "C", "C", "O", "C", "H", "H", "H", "H", "H", "H", "H", "H", "H", "H", "H", "H", "H", "H", "H", "C", "O", "C", "C", "N", "C", "C", "O", "C", "H", "H", "H", "H", "H", "H", "H", "H", "H", "H", "H", "H", "H", "H", "H", "C", "O", "C", "C", "N", "C", "C", "O", "C", "H", "H", "H", "H", "H", "H", "H", "H", "H", "H", "H", "H", "H", "H", "H", "C", "O", "C", "C", "N", "C", "C", "O", "C", "H", "H", "H", "H", "H", "H", "H", "H", "H", "H", "H", "H", "H", "H", "H", "C", "O", "C", "C", "N", "C", "C", "O", "C", "H", "H", "H", "H", "H", "H", "H", "H", "H", "H", "H", "H", "H", "H", "H"], "coordinates": [[-1.88, 4.27, 4.45], [-0.41, 4.54, 3.94], [0.20, 5.60, 4.90], [1.72, 5.57, 5.00], [2.22, 4.09, 5.32], [1.73, 3.09, 4.23], [0.27, 3.19, 4.13], [-0.35, 2.11, 3.46], [2.50, 3.34, 2.89], [2.12, 1.70, 4.88], [-0.38, 5.02, 2.46], [-2.47, 3.74, 3.70], [-2.36, 5.24, 4.58], [-1.90, 3.77, 5.41], [0.04, 6.60, 4.50], [-0.35, 5.65, 5.84], [1.99, 6.38, 5.68], [2.18, 5.84, 4.05], [1.84, 3.69, 6.26], [3.31, 4.04, 5.39], [2.23, 2.66, 2.08], [2.54, 4.33, 2.42], [3.57, 3.21, 3.06], [1.72, 0.90, 4.25], [3.19, 1.52, 4.97], [1.62, 1.49, 5.82], [-0.65, 4.21, 1.78], [0.64, 5.26, 2.17], [-1.04, 5.87, 2.30], [-0.65, 1.50, 4.13], [6.52, -0.94, -5.24], [7.21, -0.24, -4.15], [6.20, 0.16, -3.11], [5.78, -0.94, -2.12], [7.03, -1.66, -1.54], [8.03, -2.08, -2.66], [8.33, -0.95, -3.57], [9.24, -1.32, -4.54], [9.24, -2.31, -1.86], [7.53, -3.37, -3.29], [7.82, 1.12, -4.64], [5.83, -0.34, -5.84], [6.06, -1.84, -4.83], [7.25, -1.30, -5.97], [6.49, 1.05, -2.53], [5.23, 0.45, -3.51], [5.09, -1.64, -2.58], [5.25, -0.46, -1.30], [6.66, -2.57, -1.05], [7.56, -1.02, -0.83], [9.54, -1.41, -1.33], [9.18, -3.08, -1.09], [10.08, -2.62, -2.49], [7.67, -4.28, -2.70], [6.47, -3.29, -3.55], [8.01, -3.48, -4.26], [8.42, 1.51, -3.81], [7.04, 1.76, -5.05], [8.46, 0.91, -5.49], [10.08, -0.95, -4.24], [-4.40, 4.98, -1.99], [-4.09, 5.20, -3.59], [-3.06, 4.10, -3.96], [-2.88, 3.97, -5.49], [-4.20, 3.63, -6.13], [-5.37, 4.60, -5.75], [-5.35, 4.92, -4.31], [-6.43, 5.67, -3.84], [-5.41, 5.88, -6.63], [-6.61, 3.84, -6.14], [-3.49, 6.64, -3.71], [-4.77, 4.01, -1.64], [-5.19, 5.67, -1.67], [-3.49, 5.11, -1.41], [-2.10, 4.30, -3.48], [-3.38, 3.14, -3.55], [-2.35, 3.04, -5.68], [-2.40, 4.80, -6.02], [-4.46, 2.60, -5.93], [-4.03, 3.69, -7.21], [-4.44, 6.39, -6.56], [-5.78, 5.72, -7.64], [-6.15, 6.58, -6.25], [-7.56, 4.32, -5.90], [-6.61, 3.51, -7.18], [-6.60, 2.90, -5.59], [-4.27, 7.39, -3.59], [-3.00, 6.72, -4.68], [-2.65, 6.78, -3.02], [-7.06, 5.05, -3.45], [2.12, -0.07, -2.43], [2.65, 0.09, -1.12], [1.95, -0.48, -0.05], [0.54, 0.15, 0.29], [-0.51, -0.57, -0.45], [-1.81, 0.08, -0.16], [-2.41, 0.66, -1.48], [-2.74, -0.44, -2.34], [-2.81, -0.01, -3.67], [1.19, 0.49, -2.56], [1.85, -1.11, -2.58], [2.78, 0.19, -3.26], [2.57, -0.41, 0.84], [1.90, -1.57, -0.07], [0.52, 1.22, 0.07], [0.25, 0.14, 1.34], [-0.56, -1.50, -0.08], [-1.84, 0.75, 0.71], [-2.61, -0.61, 0.10], [-1.70, 1.28, -2.02], [-3.16, 1.41, -1.24], [-1.89, 0.38, -4.11], [-3.60, 0.73, -3.77], [-3.11, -0.90, -4.22], [-2.04, -0.40, 4.01], [-1.41, 0.28, 5.13], [-2.26, 0.74, 6.16], [-1.28, 1.56, 7.07], [-0.28, 0.72, 7.76], [-0.80, -0.17, 8.79], [0.18, -1.29, 9.18], [0.36, -2.09, 7.98], [1.10, -3.26, 8.32], [-2.57, -1.22, 4.50], [-1.48, -0.71, 3.13], [-2.83, 0.24, 3.63], [-2.73, -0.10, 6.67], [-3.04, 1.39, 5.76], [-1.93, 1.89, 7.89], [-0.84, 2.50, 6.74], [0.29, 0.30, 7.05], [-1.77, -0.55, 8.46], [-1.08, 0.35, 9.71], [-0.16, -1.82, 10.07], [1.08, -0.73, 9.44], [0.48, -3.95, 8.88], [1.99, -3.03, 8.92], [1.46, -3.76, 7.42], [-5.09, 2.36, 1.08], [-5.39, 1.10, 0.65], [-6.61, 0.55, 1.04], [-6.64, -0.93, 0.59], [-7.00, -1.11, -0.82], [-6.11, -0.41, -1.71], [-6.48, -0.82, -3.16], [-6.56, -2.26, -3.33], [-5.36, -3.03, -3.16], [-5.88, 3.06, 0.81], [-4.24, 2.66, 0.46], [-4.67, 2.35, 2.08], [-7.44, 1.07, 0.58], [-6.69, 0.54, 2.13], [-7.39, -1.39, 1.23], [-5.66, -1.36, 0.76], [-6.96, -2.07, -1.14], [-5.05, -0.49, -1.47], [-6.24, 0.67, -1.59], [-5.76, -0.47, -3.90], [-7.43, -0.40, -3.47], [-4.60, -2.95, -3.94], [-5.55, -4.10, -3.10], [-5.00, -2.79, -2.16], [3.80, -1.66, 3.48], [3.38, -3.08, 3.46], [4.47, -3.99, 3.12], [3.81, -5.36, 2.80], [3.15, -5.31, 1.51], [3.99, -4.96, 0.40], [3.41, -5.47, -0.97], [4.23, -5.02, -2.01], [3.74, -5.50, -3.25], [3.98, -1.32, 2.46], [4.64, -1.51, 4.16], [2.92, -1.10, 3.80], [5.09, -4.05, 4.02], [5.07, -3.64, 2.28], [3.07, -5.55, 3.59], [4.42, -6.26, 2.93], [2.47, -4.56, 1.58], [5.00, -5.26, 0.68], [4.14, -3.88, 0.37], [2.34, -5.28, -1.12], [3.56, -6.55, -0.94], [2.68, -5.72, -3.36], [4.28, -6.35, -3.65], [4.04, -4.76, -4.00], [0.48, -2.98, 2.28], [-0.68, -2.98, 1.40], [-1.08, -4.26, 0.98], [-2.06, -4.08, -0.13], [-1.62, -3.37, -1.33], [-0.52, -3.84, -2.14], [-0.80, -5.24, -2.73], [-1.34, -5.24, -4.09], [-2.67, -4.74, -4.06], [0.58, -2.04, 2.83], [1.40, -3.18, 1.73], [0.40, -3.71, 3.09], [-1.53, -4.89, 1.75], [-0.22, -4.82, 0.61], [-2.83, -3.43, 0.29], [-2.61, -4.98, -0.39], [-1.63, -2.36, -1.23], [0.46, -3.83, -1.65], [-0.43, -3.19, -3.00], [-1.33, -5.98, -2.13], [0.18, -5.70, -2.89], [-2.72, -3.66, -4.07], [-3.23, -5.21, -3.25], [-3.11, -5.14, -4.97]], "total_energy_ha": -3666.6285, "smiles": "CC1(C)CCCC(C)(C)N1O.CC1(C)CCCC(C)(C)N1O.CC1(C)CCCC(C)(C)N1O.COCCNCCOC.COCCNCCOC.COCCNCCOC.COCCNCCOC.COCCNCCOC", "e_above_lowest_kj_mol": 422.4, "homo_ev": -7.940, "lumo_ev": 0.53}


2.
{"formula": "C57H133N5O17", "method": "ωB97M-V/def2-TZVPD", "symbols": ["C", "C", "O", "O", "H", "H", "H", "H", "H", "H", "C", "C", "O", "O", "H", "H", "H", "H", "H", "H", "C", "C", "O", "O", "H", "H", "H", "H", "H", "H", "C", "C", "O", "O", "H", "H", "H", "H", "H", "H", "C", "C", "O", "O", "H", "H", "H", "H", "H", "H", "C", "O", "H", "H", "H", "H", "C", "O", "H", "H", "H", "H", "C", "C", "C", "C", "C", "C", "N", "O", "C", "C", "C", "H", "H", "H", "H", "H", "H", "H", "H", "H", "H", "H", "H", "H", "H", "H", "H", "H", "H", "H", "C", "C", "C", "C", "C", "C", "N", "O", "C", "C", "C", "H", "H", "H", "H", "H", "H", "H", "H", "H", "H", "H", "H", "H", "H", "H", "H", "H", "H", "H", "C", "C", "C", "C", "C", "C", "N", "O", "C", "C", "C", "H", "H", "H", "H", "H", "H", "H", "H", "H", "H", "H", "H", "H", "H", "H", "H", "H", "H", "H", "C", "C", "C", "C", "C", "C", "N", "O", "C", "C", "C", "H", "H", "H", "H", "H", "H", "H", "H", "H", "H", "H", "H", "H", "H", "H", "H", "H", "H", "H", "C", "C", "C", "C", "C", "C", "N", "O", "C", "C", "C", "H", "H", "H", "H", "H", "H", "H", "H", "H", "H", "H", "H", "H", "H", "H", "H", "H", "H", "H"], "coordinates": [[-1.43, -5.78, 1.95], [-0.88, -6.84, 0.96], [-1.88, -7.59, 0.36], [-1.81, -6.36, 3.24], [-2.28, -5.25, 1.54], [-0.67, -5.01, 2.10], [-0.23, -7.57, 1.45], [-0.29, -6.36, 0.18], [-2.04, -8.29, 0.99], [-1.07, -6.86, 3.61], [-1.68, -2.00, -3.11], [-2.48, -2.89, -4.02], [-3.81, -3.03, -3.54], [-1.49, -2.62, -1.86], [-2.06, -1.00, -2.92], [-0.72, -1.81, -3.59], [-2.00, -3.86, -4.15], [-2.57, -2.40, -4.99], [-3.83, -3.47, -2.68], [-0.71, -2.19, -1.50], [4.95, 0.72, -3.58], [6.23, 0.05, -3.10], [5.89, -0.70, -1.94], [4.51, 1.84, -2.78], [4.15, -0.02, -3.59], [4.94, 1.00, -4.63], [6.85, 0.86, -2.72], [6.72, -0.59, -3.83], [5.27, -0.17, -1.45], [4.98, 2.64, -3.01], [-1.01, 0.78, 4.86], [-1.82, -0.59, 4.55], [-2.68, -0.39, 3.42], [-1.88, 1.89, 4.94], [-0.23, 1.10, 4.17], [-0.51, 0.62, 5.82], [-2.52, -0.85, 5.34], [-1.13, -1.42, 4.40], [-3.48, 0.09, 3.61], [-2.57, 1.89, 4.28], [4.01, 1.36, 0.74], [2.52, 1.30, 1.07], [1.56, 1.96, 0.21], [4.20, 0.48, -0.31], [4.68, 1.08, 1.55], [4.20, 2.40, 0.47], [2.48, 1.65, 2.11], [2.20, 0.26, 1.13], [1.72, 2.90, 0.13], [3.62, 0.80, -1.02], [-0.83, -0.31, 0.61], [-0.15, -0.49, -0.62], [-1.73, -0.91, 0.57], [-0.34, -0.46, 1.57], [-1.19, 0.72, 0.60], [0.52, 0.20, -0.60], [-4.75, -2.74, -0.03], [-3.78, -3.71, -0.20], [-5.60, -3.20, 0.47], [-4.33, -1.91, 0.54], [-5.19, -2.39, -0.97], [-3.02, -3.30, -0.61], [-2.69, 3.74, -4.40], [-2.08, 2.80, -5.46], [-1.63, 3.76, -6.58], [-0.66, 3.21, -7.57], [0.50, 2.55, -6.82], [0.11, 1.46, -5.79], [-0.95, 2.01, -4.94], [-1.28, 1.10, -3.95], [-0.25, 0.22, -6.54], [1.43, 1.14, -5.03], [-3.11, 1.75, -5.98], [-3.02, 3.19, -3.51], [-3.60, 4.21, -4.77], [-2.08, 4.54, -3.99], [-2.51, 4.12, -7.11], [-1.19, 4.67, -6.17], [-0.39, 4.04, -8.22], [-1.10, 2.49, -8.27], [1.13, 3.27, -6.29], [1.11, 2.13, -7.62], [0.60, -0.15, -7.12], [-0.58, -0.65, -5.98], [-0.88, 0.44, -7.40], [1.58, 1.77, -4.15], [1.30, 0.16, -4.56], [2.30, 1.24, -5.67], [-2.77, 1.16, -6.83], [-4.08, 2.18, -6.20], [-3.37, 0.95, -5.29], [-0.93, 1.46, -3.13], [-3.77, 2.10, 2.02], [-5.30, 1.92, 2.45], [-6.00, 1.28, 1.18], [-7.32, 0.65, 1.52], [-7.08, -0.36, 2.71], [-6.50, 0.25, 3.98], [-5.30, 1.00, 3.62], [-4.59, 1.37, 4.69], [-7.55, 1.13, 4.71], [-6.21, -1.02, 4.89], [-5.92, 3.34, 2.70], [-3.72, 2.70, 1.12], [-3.37, 1.12, 1.75], [-3.22, 2.60, 2.82], [-6.13, 1.94, 0.33], [-5.35, 0.50, 0.76], [-7.61, 0.14, 0.61], [-8.10, 1.37, 1.78], [-6.45, -1.19, 2.40], [-8.02, -0.88, 2.94], [-7.21, 1.76, 5.54], [-8.10, 1.84, 4.08], [-8.36, 0.47, 5.02], [-5.64, -0.69, 5.75], [-7.15, -1.34, 5.35], [-5.67, -1.84, 4.42], [-6.91, 3.25, 3.15], [-6.14, 3.81, 1.74], [-5.28, 3.99, 3.31], [-5.25, 1.99, 5.03], [5.26, -1.90, 7.15], [3.74, -1.97, 6.60], [3.26, -0.49, 6.67], [2.14, -0.11, 5.66], [2.57, -0.49, 4.33], [2.95, -1.99, 4.19], [3.93, -2.39, 5.19], [4.41, -3.67, 5.08], [1.65, -2.75, 4.10], [3.60, -2.10, 2.73], [2.78, -2.88, 7.35], [5.66, -2.91, 7.22], [5.29, -1.41, 8.12], [6.00, -1.37, 6.55], [2.85, -0.25, 7.65], [4.12, 0.17, 6.52], [1.84, 0.94, 5.69], [1.28, -0.74, 5.88], [3.41, 0.15, 4.10], [1.89, -0.23, 3.51], [1.13, -2.56, 3.17], [1.86, -3.82, 4.13], [0.93, -2.52, 4.89], [3.98, -3.10, 2.49], [2.90, -1.80, 1.95], [4.46, -1.43, 2.76], [2.96, -3.93, 7.15], [1.77, -2.59, 7.05], [3.01, -2.82, 8.42], [5.29, -3.52, 4.73], [-0.20, 6.77, 1.35], [-0.27, 5.38, 0.70], [-1.30, 5.41, -0.43], [-0.99, 6.12, -1.75], [0.24, 5.44, -2.33], [1.44, 5.47, -1.29], [1.02, 4.99, 0.06], [2.06, 4.86, 1.03], [2.44, 4.54, -1.87], [2.11, 6.81, -1.35], [-0.65, 4.40, 1.82], [-1.13, 7.03, 1.86], [0.07, 7.54, 0.64], [0.55, 6.83, 2.14], [-1.47, 4.35, -0.64], [-2.18, 5.87, 0.01], [-0.67, 7.16, -1.71], [-1.68, 6.13, -2.59], [0.48, 6.06, -3.19], [0.05, 4.40, -2.61], [2.06, 3.54, -2.07], [2.56, 4.93, -2.88], [3.44, 4.63, -1.44], [2.99, 6.97, -0.74], [2.44, 7.09, -2.35], [1.38, 7.54, -1.00], [-1.70, 4.37, 2.11], [-0.05, 4.63, 2.70], [-0.34, 3.38, 1.58], [2.17, 5.72, 1.44], [4.69, -4.21, -0.73], [4.25, -4.96, -2.02], [3.16, -6.01, -1.74], [1.78, -5.29, -1.63], [1.45, -4.48, -2.87], [2.54, -3.39, -3.09], [3.85, -4.03, -3.13], [4.84, -3.08, -3.54], [2.19, -2.77, -4.39], [2.24, -2.19, -2.10], [5.42, -5.79, -2.48], [5.30, -4.83, -0.08], [3.88, -3.85, -0.10], [5.31, -3.32, -0.89], [3.14, -6.76, -2.53], [3.27, -6.52, -0.79], [1.86, -4.64, -0.76], [0.97, -6.00, -1.46], [0.42, -4.13, -2.90], [1.51, -5.15, -3.72], [2.89, -1.97, -4.62], [2.33, -3.48, -5.21], [1.15, -2.46, -4.46], [1.17, -1.99, -2.09], [2.47, -2.39, -1.05], [2.61, -1.22, -2.41], [5.81, -6.56, -1.82], [6.26, -5.11, -2.61], [5.35, -6.26, -3.47], [4.84, -2.51, -2.76]], "total_energy_ha": -3803.9999, "smiles": "CC1(C)CCCC(C)(C)N1O.CC1(C)CCCC(C)(C)N1O.CC1(C)CCCC(C)(C)N1O.CC1(C)CCCC(C)(C)N1O.CC1(C)CCCC(C)(C)N1O.OCCO.OCCO.OCCO.OCCO.OCCO.CO.CO", "e_above_lowest_kj_mol": 147.0, "homo_ev": -8.172, "lumo_ev": 0.27}